[1]
Below is a molecular structure, C35H26ClN3O2PPd, with properties calculated with ωB97M-V/def2-TZVPD.

Computed properties:
Total charge   -1
HOMO   -3.78 eV
Energy above the lowest of the compared OMol25 structures with the same formula, charge and spin   0.0 kcal per mole
Lowest unoccupied orbital energy   2.563 eV
Maximum force   0.16 eV/A

Element x y z (Å)
C 4.320 -0.721 -1.669
H -5.733 1.976 0.471
C -3.565 -1.213 0.921
Cl 3.406 0.913 5.488
C 0.096 -1.736 -3.499
H -0.191 -0.172 2.810
C -1.204 1.174 -1.368
C -0.313 0.901 2.699
H 0.951 3.053 -3.208
H 2.094 -0.584 -5.979
C 2.494 -0.783 0.716
C 1.758 -0.909 -5.001
H -5.417 -2.200 1.345
H 2.105 -1.591 5.981
H 2.763 0.261 0.508
H -3.102 0.470 -2.083
C -2.958 -0.007 0.541
C 0.053 2.500 -2.961
O 1.258 -3.146 1.835
H 3.346 0.766 2.645
H 0.359 1.333 4.685
H 0.142 3.784 4.416
C 2.801 -0.324 4.397
C -5.744 -0.134 0.906
C 2.420 -1.103 2.145
C -0.062 1.903 -1.718
C -5.141 1.077 0.586
H -2.895 1.519 -4.294
H 4.350 -0.078 -5.014
H -0.875 2.825 -4.875
C -2.098 1.638 -3.571
C -0.968 2.368 -3.897
C 4.793 -0.324 -2.937
H 4.966 -0.664 -0.803
Pd 0.457 -1.288 -0.211
H -1.218 3.221 0.401
N -1.684 -2.468 1.698
C 2.667 -0.876 -3.917
H -0.179 -3.550 1.993
H 5.805 0.052 -3.025
C 2.192 -1.464 4.909
H 1.196 -3.298 4.434
H -0.914 -2.079 -3.305
H -6.817 -0.195 1.040
H -0.649 4.717 2.260
N 2.575 -1.653 -0.276
H 0.757 1.974 -1.010
C 3.042 -1.210 -1.507
O -1.190 -3.713 1.908
C -0.122 3.122 3.600
C -2.215 1.047 -2.317
C -0.560 3.645 2.390
C 0.478 -1.328 -4.794
C -0.883 2.797 1.340
C -0.760 1.416 1.484
N 0.909 -1.726 -2.474
C -4.958 -1.256 1.070
C -2.851 -2.468 1.196
C 3.994 -0.399 -4.042
C 2.902 -0.144 3.033
C -3.771 1.123 0.407
H -3.314 2.069 0.141
C 2.190 -1.294 -2.657
C 1.692 -2.416 4.045
P -1.144 0.176 0.181
H -0.249 -1.349 -5.595
C -0.004 1.748 3.754
C 1.774 -2.287 2.630
H -3.356 -3.414 0.995

Here are the Mulliken charges for atoms 1 to 5, given in e:
1 C -0.18
2 H 0.41
3 C 0.60
4 Cl -0.28
5 C -0.44

[2]
Below is a molecular structure, C35H26F2IN6O2SeTa in a non-equilibrium geometry, with properties calculated with ωB97M-V/def2-TZVPD.

Computed properties:
Total charge   +2
HOMO   -13.57 eV
Energy above the lowest of the compared OMol25 structures with the same formula, charge and spin   130.4 kcal per mole
Lowest unoccupied orbital energy   -8.016 eV
Maximum force   1.53 eV/A

Element x y z (Å)
O -3.794 -2.508 3.650
C 3.135 -4.134 -2.677
H 2.549 2.212 -1.056
C 2.083 1.998 -2.007
H 2.480 -3.363 -4.591
H 2.143 -3.655 4.648
C -5.672 -0.365 1.527
H 3.629 -4.578 -0.652
H 3.621 -5.018 -3.073
H -3.801 3.446 0.508
H 1.361 -1.449 -3.576
C 1.876 -2.151 -2.932
Ta -0.368 1.129 -0.160
H -5.548 3.240 0.255
C 1.686 -1.597 4.097
C 0.805 -3.732 2.972
N -2.721 2.483 -3.250
H -2.084 -1.941 2.457
C 1.982 2.253 -4.375
H -0.782 -3.528 1.604
C -2.022 2.894 -2.426
H 0.197 0.005 3.555
F 4.202 -3.952 1.248
C -4.567 2.820 0.048
N -0.882 -0.871 1.214
C 0.833 1.431 -4.391
C -2.031 -1.166 1.695
H -0.491 -1.211 -1.570
C 1.687 -1.365 1.247
C 3.041 -1.202 3.372
C -1.368 -0.275 -4.244
H -4.275 -2.166 4.409
O -2.113 1.167 0.348
C 2.556 -2.401 0.634
H -4.415 2.827 -1.029
C 1.923 -3.088 3.747
C 0.791 -0.795 3.106
C 0.379 0.944 -3.168
H 4.153 -3.124 3.496
H -6.645 -0.769 1.794
C -4.615 -2.436 2.486
C 0.037 -3.043 2.134
H 3.817 -0.600 3.841
N 0.978 1.267 -1.984
N 1.856 -1.894 -1.614
C 2.500 -3.233 -3.514
H -1.484 -0.048 -6.392
C -4.528 -1.089 1.798
C 2.084 -0.673 2.320
I 1.083 2.529 1.600
C 2.522 -2.740 -0.812
C -3.363 0.689 0.751
C 3.285 -2.688 3.012
H -2.033 -0.628 -1.741
C -4.529 1.420 0.589
H 0.470 1.458 -6.526
Se -0.909 3.555 -1.105
H 3.525 3.100 -3.149
C 0.132 1.068 -5.571
N -1.051 -0.375 -1.785
C 2.626 2.500 -3.192
F 1.461 -1.298 5.401
C -0.946 0.236 -5.497
N -5.677 0.854 0.965
H 0.600 -4.786 3.139
H -2.219 -0.947 -4.192
C 3.332 -2.984 1.552
C 3.143 -3.885 -1.318
C 0.264 -1.569 1.866
H -4.273 -3.220 1.815
C -0.713 0.091 -3.119
H -5.657 -2.650 2.717
C -3.326 -0.526 1.377
H 2.349 2.675 -5.305

Here are the Mulliken charges for atoms 1 to 5, given in e:
1 O -0.52
2 C -0.46
3 H 0.39
4 C -0.25
5 H 0.48

[3]
Below is a molecular structure, C35H27BF2LuN4O6P2S2 in a non-equilibrium geometry, with properties calculated with ωB97M-V/def2-TZVPD.

Computed properties:
Total charge   -1
HOMO (alpha / beta)   -5.08 / -5.08 eV
Energy above the lowest of the compared OMol25 structures with the same formula, charge and spin   13.1 kcal per mole
Lowest unoccupied orbital energy (alpha / beta)   1.886 / 1.886 eV
Maximum force   1.75 eV/A

Element x y z (Å)
H 2.729 -3.237 -3.031
C -0.603 -0.296 -4.911
H 2.246 2.008 6.072
P 2.090 -1.837 -0.568
H 4.375 3.022 5.342
H 3.415 -2.466 -5.288
H 5.404 2.337 3.200
C 2.483 -0.538 0.487
C 2.929 0.087 -2.433
N -0.770 1.355 -3.481
C 3.309 0.521 -3.695
H 0.347 -3.339 2.332
H 4.850 -2.158 -0.169
C -0.164 -0.677 -3.640
C 5.272 -4.252 0.102
C -0.779 5.511 -0.043
C 3.535 -2.747 3.302
H 2.261 6.248 1.295
N 2.607 3.537 0.755
H 0.429 2.539 0.489
C 3.872 0.910 2.747
O -1.120 1.966 -0.775
O 0.915 8.280 1.476
N -0.266 0.330 -2.774
O -1.728 3.621 -2.145
C 3.476 -0.396 -4.721
H 0.931 -5.591 3.169
C 2.700 1.698 5.139
S 0.150 -2.356 -0.821
C -0.991 1.018 -4.756
C 3.277 -1.749 -4.487
H -1.118 2.215 -3.024
H 4.262 -1.944 3.335
C 1.332 -3.534 2.736
C 3.859 -4.008 3.776
C 2.715 -1.267 -2.196
C 4.480 1.880 3.531
H -1.440 6.067 -0.694
H 6.335 -4.106 0.256
P 1.857 -0.877 2.066
C 2.669 0.342 3.154
H 3.771 -0.057 -5.707
F -1.498 2.134 2.097
C -1.271 3.222 -1.068
H 0.201 -1.637 -3.325
H -0.637 -0.897 -5.803
H 4.294 0.608 1.798
C 2.081 0.740 4.351
H 1.480 -4.757 -0.452
H -1.395 1.724 -5.463
N 0.026 7.644 0.911
C -0.729 4.170 -0.056
O 3.725 4.034 0.835
H 4.848 -4.190 4.180
H 3.481 1.575 -3.874
H 2.854 0.795 -1.612
C 1.393 5.643 1.075
C 1.662 -4.793 3.211
C 3.082 -3.352 -0.331
B -0.593 3.107 2.248
C 3.899 2.266 4.730
O -0.997 8.173 0.478
S -0.143 -0.648 2.298
C 2.265 -2.502 2.788
Lu 0.343 0.489 -0.142
F -0.515 3.624 3.458
C 1.465 4.263 1.002
C 2.925 -5.033 3.732
C 4.450 -3.164 -0.135
C 2.897 -2.184 -3.228
H 1.131 0.309 4.645
C 2.543 -4.629 -0.290
C 0.189 3.506 0.939
C 4.730 -5.531 0.150
C 3.372 -5.718 -0.053
O 2.465 2.324 0.399
H 5.369 -6.382 0.351
H 2.954 -6.717 -0.021
C 0.185 6.246 0.744
H 3.186 -6.020 4.095

Here are the Mulliken charges for atoms 1 to 5, given in e:
1 H 0.40
2 C -1.30
3 H 0.40
4 P 1.48
5 H 0.38

[4]
Below is a molecular structure, C35H27Br2N6O3S4Ti in a non-equilibrium geometry, with properties calculated with ωB97M-V/def2-TZVPD.

Computed properties:
Total charge   -1
HOMO (alpha / beta)   -1.94 / -4.37 eV
Energy above the lowest of the compared OMol25 structures with the same formula, charge and spin   4.9 kcal per mole
Spin multiplicity   3
Lowest unoccupied orbital energy (alpha / beta)   0.478 / 0.538 eV
Maximum force   3.61 eV/A

Element x y z (Å)
H 0.644 1.095 0.000
H -4.454 -2.336 -4.050
C -0.782 1.305 -3.419
H 0.208 -0.658 4.860
C -3.425 -3.974 -3.097
H -2.839 2.374 -0.181
C -1.988 3.046 -2.131
C 1.047 1.342 -5.068
H 3.434 2.173 -5.925
N -0.380 0.503 1.524
C -1.115 0.450 -2.353
C -4.664 -1.106 1.819
C 0.972 -0.959 0.361
C 4.051 3.339 -4.312
C 1.946 2.258 -4.371
H 1.512 0.912 -6.010
H 1.224 3.321 6.178
C 3.572 -2.807 -1.693
S -6.372 -1.137 2.288
C 2.250 -1.239 -0.417
C -2.287 2.124 -1.121
C -3.335 -1.715 -2.337
C -6.161 -2.580 3.288
H -1.676 -3.575 -0.181
H 2.521 0.874 0.879
H -1.063 2.868 5.273
H 5.114 0.259 -1.489
H -0.603 -0.040 -5.082
C -2.665 -4.333 -1.926
C 4.458 -1.739 -2.002
N -2.529 -1.997 -1.317
C -0.123 0.829 -4.585
N 0.767 0.433 0.749
C -3.749 -1.909 2.507
S -2.033 -2.095 2.289
H 5.177 -1.943 -2.766
C 0.870 0.001 5.400
S -4.443 -2.778 3.844
H -0.792 3.331 -3.932
C -1.150 1.506 3.662
C 3.328 -0.308 -0.456
Br -2.886 2.046 3.130
C 2.495 -2.590 -0.839
C 4.411 -0.546 -1.349
H -3.639 -0.645 -2.525
C 2.632 3.495 -2.606
H 1.704 -3.335 -0.622
H 2.129 -1.616 6.020
Ti -1.801 -0.536 0.341
H 3.650 -0.037 7.355
C 0.510 1.365 5.508
C -3.829 -2.639 -3.221
Br -3.918 -5.242 -4.367
O -7.112 -3.343 3.325
C -1.215 2.631 -3.237
S -4.200 -0.006 0.623
H -2.457 -5.362 -1.722
H 3.233 2.451 7.241
C -0.236 0.881 2.792
O 3.375 0.821 0.331
H -2.163 4.095 -2.029
N 1.708 2.724 -3.159
N 3.850 3.789 -3.065
H 1.214 -1.465 1.359
H 5.058 3.550 -4.665
H -0.748 -0.585 -2.328
C 2.513 1.722 6.847
H 0.753 0.691 3.218
H 2.436 3.784 -1.568
H 3.864 -3.790 -1.992
N -1.900 0.837 -1.333
C 1.414 2.241 6.227
C 3.138 2.595 -4.994
O -0.206 -1.489 -0.142
C -2.280 -3.337 -1.075
C 2.771 0.320 6.805
C 1.917 -0.546 6.133
C -0.653 1.955 4.881

Here are the Mulliken charges for atoms 1 to 5, given in e:
1 H 0.20
2 H 0.45
3 C -0.08
4 H 0.62
5 C 0.09

[5]
Below is a molecular structure, C35H27FeIN4PS, with properties calculated with ωB97M-V/def2-TZVPD.

Computed properties:
Total charge   +2
HOMO (alpha / beta)   -13.66 / -13.70 eV
Spin multiplicity   6
Lowest unoccupied orbital energy (alpha / beta)   -6.080 / -7.522 eV
Maximum force   0.64 eV/A

Element x y z (Å)
C -5.340 -1.281 -0.732
C 1.399 -3.449 2.840
H 3.040 -3.198 -5.511
H -0.377 -3.425 1.646
C -1.266 -2.653 -0.803
H -1.457 3.759 2.897
C -3.673 -3.031 -0.723
C 1.256 -2.414 0.667
C 0.356 7.416 1.596
N 0.036 1.021 1.667
C 2.766 -3.650 -3.434
H 4.367 -2.060 1.978
C 0.272 4.698 1.057
H -1.579 -0.309 4.281
C 2.536 -2.922 -4.594
P 0.321 -1.783 -0.751
H 2.311 -3.873 -1.358
H 3.091 -1.511 -0.041
C -0.324 2.315 1.811
C 0.733 5.151 2.294
H -0.482 5.263 -0.877
C 2.272 2.678 -1.779
N 0.684 2.656 -0.257
C 2.122 -3.300 -2.258
H 0.342 -0.641 -3.410
H -0.076 -0.905 2.401
H -4.567 0.705 -0.986
H -0.083 -4.425 -0.852
H -0.446 7.677 -0.378
C -1.173 2.720 2.822
C -4.306 -0.340 -0.886
C 0.233 3.253 0.794
C -2.593 -2.102 -0.817
C 2.729 -3.061 2.940
Fe 0.763 0.575 -0.230
H 1.483 -1.279 -5.487
C 2.597 -2.027 0.775
C -3.424 -4.425 -0.707
C 1.021 -1.486 -3.407
C -2.997 -0.741 -0.938
C -0.141 5.612 0.087
N 3.038 3.211 -2.738
H -5.795 -3.352 -0.589
S 2.659 0.998 -1.346
C 1.248 -2.213 -2.240
C -1.248 0.454 3.590
H 0.938 -4.015 3.638
C 1.663 -1.843 -4.582
H 3.302 -3.324 3.819
H -4.275 -5.093 -0.653
H 3.445 -4.491 -3.446
H -1.975 -5.987 -0.804
C -5.021 -2.600 -0.670
H -6.368 -0.948 -0.697
C -1.088 -4.020 -0.824
H 2.918 4.185 -2.964
C 0.659 -3.120 1.714
H -2.317 2.067 4.519
C -0.112 6.967 0.367
C 0.787 6.510 2.555
N 1.340 3.391 -1.222
C 3.327 -2.351 1.909
H 3.815 2.709 -3.127
C -2.161 -4.922 -0.787
H 1.072 4.448 3.045
C -0.411 0.114 2.543
C -1.646 1.773 3.723
H 0.386 8.477 1.806
I -1.768 0.907 -1.387
H 1.163 6.862 3.506

Here are the Mulliken charges for atoms 1 to 5, given in e:
1 C -0.91
2 C -0.57
3 H 0.43
4 H 0.43
5 C 1.13

[6]
Below is a molecular structure, C35H28Br2Cl2N4O2SV in a non-equilibrium geometry, with properties calculated with ωB97M-V/def2-TZVPD.

Computed properties:
Total charge   +1
HOMO (alpha / beta)   -10.21 / -10.36 eV
Spin multiplicity   3
Lowest unoccupied orbital energy (alpha / beta)   -3.867 / -4.120 eV
Maximum force   2.26 eV/A

Element x y z (Å)
C -5.542 -1.721 -2.461
C -2.821 2.891 1.505
V -0.793 -0.531 -0.165
Br -2.759 2.011 -2.810
N 5.399 2.862 -7.294
C -5.942 -3.927 -1.618
C 3.842 -1.347 4.464
S -3.636 5.792 2.329
H 6.397 -1.617 5.061
N -1.214 1.372 0.606
C 1.205 0.523 -2.444
C 3.062 -1.311 0.227
H 3.748 1.314 -2.130
O 0.417 -0.809 1.192
C 4.251 1.872 -4.134
H -0.343 5.081 3.461
C -6.352 -2.878 -2.376
C 3.287 -1.293 1.708
C -4.713 -3.816 -0.933
C 0.873 -1.000 2.333
H 5.377 -1.568 1.457
H 1.922 -1.027 6.108
C 4.873 -1.479 3.538
C 0.449 0.124 -1.581
H 4.000 -1.518 -0.284
H -1.329 6.471 3.741
C 4.575 -1.453 2.176
H 5.265 2.163 -3.892
H -7.286 -2.909 -2.920
H -3.236 0.988 0.594
Br -7.494 -0.532 -4.218
C 1.651 1.135 -4.785
C -0.243 2.240 0.913
C -2.482 1.703 0.890
N -3.932 -2.771 -0.973
H 0.320 4.124 1.702
O -2.323 -0.561 -1.123
C -5.061 0.491 -3.314
C -1.818 3.778 1.847
H -0.688 -3.943 1.495
C 2.498 1.610 -5.771
H 0.757 1.958 0.611
H 0.121 -1.054 3.124
H 6.931 -0.898 3.535
C 3.798 1.976 -5.443
C 4.693 2.470 -6.477
H 2.339 -2.073 -0.066
C 1.462 -1.054 5.124
H -6.530 -4.831 -1.534
Cl -0.550 -3.081 -0.690
C 2.095 1.024 -3.468
H -5.315 1.348 -3.920
Cl -2.300 -2.221 1.586
H 0.637 0.849 -5.029
C -3.484 -0.561 -1.808
C -2.183 5.095 2.524
H 0.767 -1.897 5.114
C 3.401 1.397 -3.152
C -4.330 -1.711 -1.740
C -5.887 -0.581 -3.245
H -2.153 -4.320 0.514
C -3.844 0.496 -2.584
C 2.530 -1.190 4.064
H 2.156 1.697 -6.794
C 6.294 -1.664 3.979
H -3.855 3.137 1.703
C -1.424 -3.573 0.794
C 2.248 -1.153 2.671
H 6.672 -2.631 3.641
C -0.507 3.448 1.530
H -4.379 -4.655 -0.325
H 4.072 -1.367 5.522
H 0.875 -0.142 5.014
H 2.663 -0.372 -0.149
N -1.175 5.602 3.254

Here are the Mulliken charges for atoms 1 to 5, given in e:
1 C 1.27
2 C -0.84
3 V 0.59
4 Br -0.15
5 N -0.45